<A>
Density functional theory data (ωB97M-V with the def2-TZVPD basis set) for a cluster of 5 separate species, CH11O4S in total.

Each line ends with the Mulliken charge.
Cartesian coordinates (Å):
C (-2.314, 0.654, -1.270)  -0.661
S (-2.421, -0.593, 0.094)  -0.687
H (-1.937, 0.196, -2.184)  0.221
H (-3.331, 1.017, -1.374)  0.213
H (-1.614, 1.446, -1.006)  0.219
H (-0.622, -1.387, -0.404)  0.183
H (0.312, -1.853, -1.505)  0.284
O (0.305, -1.780, -0.555)  -0.710
H (-0.998, 0.684, 1.376)  0.248
H (0.433, 1.038, 1.039)  0.328
O (-0.254, 1.248, 1.675)  -0.658
H (3.493, 1.876, -0.937)  0.299
H (3.522, 0.775, 0.061)  0.404
O (4.118, 1.305, -0.501)  -0.669
H (1.485, -0.967, 0.346)  0.413
H (2.197, -0.619, 1.648)  0.312
O (2.204, -0.394, 0.713)  -0.738

Values from the calculation:
Kohn-Sham gap = 7.19 eV
2S+1 = 1
charge = -1
E_LUMO = 0.1334 Ha

<B>
Density functional theory data (ωB97M-V with the def2-TZVPD basis set) for a cluster of 5 separate species, CH11O4S in total.

Each line ends with the Mulliken charge.
Cartesian coordinates (Å):
C (-1.347, 2.166, 0.683)  -1.098
S (0.488, 2.087, 0.688)  -0.645
H (-1.807, 2.025, 1.667)  0.328
H (-1.788, 3.012, 0.157)  0.310
H (-1.768, 1.289, 0.167)  0.281
H (-0.979, -0.894, 1.743)  0.265
H (-0.096, -0.038, 0.914)  0.228
O (-0.230, -0.981, 1.178)  -0.629
H (-1.417, 1.662, -2.886)  0.269
H (-0.584, 1.315, -1.709)  0.308
O (-1.044, 0.913, -2.457)  -0.613
H (3.442, -1.620, 0.493)  0.319
H (3.139, -2.110, 1.857)  0.328
O (3.701, -2.308, 1.093)  -0.652
H (-0.496, -2.181, -0.674)  0.350
H (0.848, -2.007, -1.372)  0.292
O (-0.062, -2.329, -1.542)  -0.641

Values from the calculation:
Kohn-Sham gap = 6.88 eV
2S+1 = 1
charge = -1
E_LUMO = 0.1318 Ha

What are the relative energies? In kJ/mol: <A> 0.0; <B> 73.3.